Here is a 12-piece molecular cluster, C4H29NO14 overall at a distorted geometry from the OMol25 dataset. Energies are from the ωB97M-V functional and the def2-TZVPD basis.

Geometry as ORCA input:
```
! wB97M-V def2-TZVPD RIJCOSX def2/J DEFGRID3
* xyz 0 1
N 1.016 -1.339 -1.926
C 1.846 -0.276 -1.749
O 3.097 -0.466 -1.676
C 1.261 1.076 -1.568
C 0.183 1.058 -0.482
C 0.014 2.402 0.156
O -0.903 3.145 -0.084
O 0.897 2.791 1.065
H 1.383 -2.254 -2.152
H 0.052 -1.201 -2.087
H 2.065 1.815 -1.285
H 0.848 1.396 -2.510
H -0.776 0.724 -0.905
H 0.417 0.288 0.268
H 1.572 2.064 1.421
O -2.920 2.179 -1.605
H -3.552 2.833 -1.693
H -2.215 2.570 -1.049
O 2.082 0.664 2.213
H 2.020 -0.268 1.816
H 2.928 0.737 2.597
O -1.878 1.380 2.364
H -1.704 2.268 2.007
H -1.960 0.786 1.617
O -0.479 -2.264 2.659
H -0.411 -1.451 3.222
H 0.403 -2.436 2.340
O -3.410 -0.388 -0.989
H -2.739 -0.493 -0.292
H -3.430 0.551 -1.078
O -1.572 -0.156 -2.927
H -1.688 0.730 -3.191
H -2.273 -0.310 -2.262
O -0.026 0.110 3.820
H 0.731 0.359 3.338
H -0.688 0.644 3.408
O -1.243 -1.157 0.381
H -1.118 -1.662 1.220
H -1.359 -1.840 -0.294
O -2.016 -2.572 -1.771
H -1.750 -2.428 -2.658
H -2.786 -2.129 -1.686
O 3.783 -2.623 -0.289
H 3.551 -1.891 -0.944
H 4.698 -2.528 -0.007
O 1.740 -1.783 1.205
H 2.554 -2.189 0.820
H 1.076 -1.755 0.436
*
```

Summary:
- HOMO (eV) = -10.81
- energy relative to the best compared isomer or geometry (same formula, charge and spin) (kcal/mol) = 0.0
- Kohn-Sham gap (eV) = 10.989
- LUMO energy (eV) = 0.18

Löwdin population analysis, charges in e, atoms 1 to 8:
1. N 0.209
2. C -0.459
3. O -0.004
4. C -0.062
5. C -0.107
6. C -0.544
7. O 0.083
8. O 0.101